No. 1
Computed, not measured: the molecule C20H27N5O4, with the ωB97M-V functional and the def2-TZVPD basis.

## Properties
ΔE to the lowest compared entry with this formula, charge and spin, kJ/mol: 116.5

```
! RIJCOSX wB97M-V def2-TZVPD def2/J DEFGRID3
* xyz 0 1
O 0.917 -2.701 0.458
O 4.911 -2.430 -4.893
O -7.290 3.040 2.022
O 3.975 0.157 -1.392
N 4.442 -1.195 -5.329
N -2.198 0.114 2.287
N 3.264 -1.930 -0.865
N -4.232 1.138 2.225
N -4.696 3.261 1.384
C -2.444 2.396 1.337
C -3.346 3.373 1.092
C 3.393 0.777 -4.382
C -2.859 1.148 1.946
C 4.082 -1.419 -3.115
C 3.967 -0.592 -4.279
C 1.540 -1.456 0.826
C -0.789 0.042 1.941
C 4.685 -2.534 -3.586
C -2.962 4.680 0.476
C 0.900 -0.272 0.096
C -6.509 1.911 2.310
C 1.309 -1.318 2.324
C -5.069 2.161 1.936
C 2.600 -3.171 -1.232
C 3.032 -1.558 0.524
C 1.120 -3.078 -0.886
C -0.169 -1.151 2.662
C -0.581 -0.142 0.433
C 3.757 -0.997 -1.728
H 3.057 -3.997 -0.678
H -0.298 -1.031 3.739
H 3.532 -0.612 0.716
H -6.848 1.028 1.753
H 3.950 1.463 -3.748
H 1.049 -0.351 -0.983
H 2.358 0.784 -4.036
H 2.708 -3.362 -2.296
H 1.437 0.631 0.401
H -0.256 0.954 2.257
H 3.427 1.112 -5.416
H 0.647 -4.053 -1.007
H 1.718 -2.200 2.822
H -8.202 2.842 2.253
H 0.628 -2.376 -1.571
H -4.571 0.293 2.663
H -1.896 4.730 0.263
H -3.236 5.494 1.148
H -0.722 -2.047 2.371
H -1.019 0.690 -0.123
H -6.536 1.659 3.379
H -1.402 2.542 1.097
H -1.118 -1.045 0.130
H 3.465 -2.335 1.161
H 5.023 -3.443 -3.116
H 1.876 -0.450 2.677
H -3.524 4.827 -0.447
*
```

***

No. 2
Computed, not measured: a structure of composition C20H27N5O4SZr at a distorted geometry, with the ωB97M-V functional and the def2-TZVPD basis.

## Properties
ΔE to the lowest compared entry with this formula, charge and spin, kJ/mol: 100.8

```
! RIJCOSX wB97M-V def2-TZVPD def2/J DEFGRID3
* xyz 2 1
Zr -0.313 -0.131 0.520
S -3.020 0.070 0.272
O -0.650 -0.832 -1.466
O -2.075 -1.013 0.785
O -3.722 0.620 1.392
O 0.490 0.974 -1.130
N 0.336 1.836 1.463
N 0.259 -2.329 0.776
N -1.986 1.189 -0.251
N -0.057 -0.406 2.755
N 1.834 -0.298 0.719
C 4.504 -0.276 0.082
C -6.449 -2.883 -3.695
C -5.625 -2.098 -2.737
C -1.028 0.636 3.137
C 1.427 -2.518 -0.097
C 0.488 -2.685 2.189
C 3.723 -1.378 -0.239
C -4.354 -2.563 -2.396
C 2.384 -1.363 0.122
C 3.924 0.824 0.701
C -6.078 -0.905 -2.171
C 1.804 1.972 1.566
C -5.299 -0.205 -1.265
C -1.784 1.273 -1.698
C -0.428 1.997 2.716
C 2.560 0.793 0.976
C -0.543 0.426 -1.624
C -4.049 -0.702 -0.938
C -0.416 -1.804 3.061
C -3.565 -1.874 -1.500
H -1.244 0.634 4.215
H -0.285 -2.053 4.124
H -0.005 2.481 0.744
H 0.288 -3.748 2.377
H -7.234 -2.276 -4.135
H -1.592 2.301 -2.010
H 2.151 2.867 1.036
H -7.047 -0.514 -2.440
H -0.542 -2.863 0.425
H -1.974 0.458 2.604
H -5.657 0.702 -0.807
H -3.988 -3.480 -2.833
H 2.102 2.088 2.617
H -2.576 -2.221 -1.234
H 4.523 1.686 0.950
H -6.920 -3.724 -3.186
H 5.557 -0.276 -0.154
H 0.816 -0.205 3.254
H -1.464 -1.973 2.789
H 1.927 -3.481 0.088
H 1.539 -2.488 2.436
H -5.822 -3.297 -4.483
H 1.084 -2.499 -1.144
H 4.141 -2.228 -0.754
H -2.608 0.830 -2.263
H 0.234 2.372 3.507
H -1.240 2.722 2.588
*
```

***

No. 3
Computed, not measured: a structure of composition C20H27N6OPtS2 at a distorted geometry, with the ωB97M-V functional and the def2-TZVPD basis.

```
! RIJCOSX wB97M-V def2-TZVPD def2/J DEFGRID3
* xyz 1 1
Pt 0.029 0.029 -0.352
S 2.317 0.356 -0.585
S 0.024 -2.404 -0.266
O 0.188 0.140 2.272
N -0.018 2.011 -0.515
N 1.078 2.734 -0.381
N -1.990 0.307 -0.243
N 3.380 2.783 -0.308
N -1.465 -2.583 -2.421
N 0.807 -2.605 -2.817
C 2.108 0.114 3.700
C 1.158 -0.743 2.844
C -4.308 -0.250 -0.222
C 0.238 1.356 3.004
C -1.878 -2.603 -3.805
C 2.215 2.116 -0.437
C -3.670 2.040 -0.450
C -0.210 -2.513 -1.974
C -2.417 5.748 1.225
C -4.660 1.102 -0.406
C -2.976 -0.586 -0.161
C -0.794 4.949 -0.884
C -1.432 3.989 -0.096
C 1.716 1.543 3.322
C -0.976 6.292 -0.620
C -2.315 1.646 -0.326
C -2.256 4.404 0.957
C -1.778 6.695 0.438
C 2.202 -2.597 -2.451
C -1.246 2.562 -0.330
H -2.678 -1.611 0.020
H -5.695 1.386 -0.495
H -2.187 -2.573 -1.717
H 4.232 2.304 -0.548
H 3.370 3.788 -0.363
H -5.068 -1.004 -0.116
H 2.695 -3.475 -2.868
H -2.730 3.661 1.582
H -1.514 -1.717 -4.332
H 2.692 -1.697 -2.825
H -1.902 7.745 0.651
H -0.346 1.245 3.928
H -0.501 7.032 -1.247
H -0.182 4.626 -1.712
H -3.042 6.064 2.047
H 2.242 1.873 2.425
H 2.291 -2.619 -1.366
H 1.892 2.258 4.118
H 3.153 -0.109 3.498
H 1.924 -0.059 4.759
H -2.963 -2.598 -3.842
H -3.886 3.087 -0.597
H 0.611 -2.668 -3.806
H 0.634 -1.496 3.444
H -1.518 -3.501 -4.313
H -0.189 2.155 2.399
H 1.676 -1.248 2.023
*
```

***

Calculated Kohn-Sham gap (eV), listed in the same order as above: 8.71; 8.86; 6.54